52
Properties=species:S:1:pos:R:3 method="wB97M-V/def2-TZVPD" relative_energy_ev=0.175 total_charge=-1 lumo_ev=2.028 homo_lumo_gap_ev=6.28 fmax_ev_per_a=1.08
K 0.22 -0.14 -0.14
C -1.25 2.25 6.92
C 0.00 1.43 6.61
C 1.25 2.27 6.93
C 0.01 0.20 7.51
C 0.01 1.06 5.13
C 0.00 -0.25 4.68
C 0.01 -0.49 3.31
N 0.03 0.47 2.39
C 0.03 1.74 2.81
C 0.02 2.06 4.16
C 0.03 2.81 1.74
C 0.02 4.16 2.06
C 0.02 5.13 1.06
C 0.03 4.68 -0.25
C 0.05 3.31 -0.49
N 0.06 2.39 0.47
C -0.01 6.61 1.43
C -1.28 6.91 2.24
C -0.01 7.51 0.20
C 1.22 6.95 2.28
H -1.26 2.52 7.99
H -2.16 1.68 6.70
H -1.29 3.18 6.35
H 1.25 2.53 7.99
H 1.28 3.19 6.36
H 2.16 1.71 6.71
H 0.01 0.52 8.55
H 0.90 -0.42 7.35
H -0.87 -0.43 7.35
H -0.01 -1.09 5.35
H 0.01 -1.51 2.94
H 0.02 3.10 4.47
H 0.00 4.47 3.10
H 0.03 5.36 -1.09
H 0.06 2.95 -1.51
H -2.18 6.67 1.66
H -1.31 7.97 2.50
H -1.32 6.33 3.16
H -0.88 7.34 -0.44
H 0.89 7.37 -0.41
H -0.03 8.56 0.52
H 1.25 6.37 3.21
H 1.20 8.01 2.55
H 2.14 6.75 1.74
S 5.45 0.07 0.11
C 3.82 -0.18 -0.15
N 2.68 -0.35 -0.33
F -3.53 -0.07 -1.27
C -2.71 -0.09 -0.13
F -3.12 1.11 0.52
F -3.38 -1.05 0.67